{"formula": "C29H34IrNO2P2", "method": "the ωB97M-V functional and the def2-TZVPD basis", "total_energy_ha": -2116.53095, "spin_multiplicity": 5, "e_above_lowest_ev": 6.124, "charge": 2, "homo_energy_ev": [-11.158, -14.282], "gap_ha": [0.201, 0.244], "symbols": ["Ir", "C", "O", "C", "C", "O", "C", "H", "H", "H", "H", "H", "H", "H", "H", "H", "H", "C", "N", "P", "C", "C", "C", "C", "C", "C", "C", "C", "C", "C", "C", "C", "P", "C", "C", "C", "C", "C", "C", "C", "C", "C", "C", "C", "C", "H", "H", "H", "H", "H", "H", "H", "H", "H", "H", "H", "H", "H", "H", "H", "H", "H", "H", "H", "H", "H", "H", "H", "H"], "xyz": [[0.0000, 0.0000, 0.0000], [-1.0010, -0.3489, 2.2284], [-0.5082, 0.8693, 1.6895], [0.7279, 1.2907, 2.2642], [1.8935, 0.3721, 1.8970], [1.8979, 0.0121, 0.5164], [2.1814, 1.0976, -0.3546], [-1.0665, -0.2926, 3.3192], [-0.3721, -1.1916, 1.9291], [-2.0051, -0.5166, 1.8289], [0.6292, 1.3824, 3.3519], [0.9196, 2.2969, 1.8772], [1.8119, -0.5643, 2.4586], [2.8519, 0.8259, 2.1740], [3.1147, 1.5918, -0.0680], [1.3584, 1.8170, -0.3636], [2.2960, 0.7009, -1.3672], [-0.8765, -1.4418, -3.2993], [-0.1681, -0.9885, -2.0900], [0.2630, -2.2642, -0.8418], [0.4611, -3.7497, -1.8737], [-0.2475, -4.9394, -1.6555], [-0.0305, -6.0656, -2.4575], [0.9128, -6.0269, -3.4812], [1.6469, -4.8663, -3.6985], [1.4290, -3.7435, -2.8960], [-1.2948, -2.4439, 0.0791], [-2.5698, -2.5908, -0.4815], [-3.7048, -2.7495, 0.3227], [-3.5853, -2.7656, 1.7084], [-2.3318, -2.6198, 2.2909], [-1.2008, -2.4594, 1.4841], [0.6260, 0.6745, -2.2446], [1.0327, 0.7163, -4.0232], [0.1845, 1.2281, -5.0174], [0.5665, 1.2272, -6.3626], [1.8045, 0.7131, -6.7374], [2.6614, 0.1996, -5.7685], [2.2790, 0.2028, -4.4240], [-0.7971, 1.7931, -2.0272], [-2.0169, 1.3946, -1.4627], [-3.0606, 2.3070, -1.2738], [-2.8958, 3.6429, -1.6284], [-1.6849, 4.0691, -2.1637], [-0.6446, 3.1546, -2.3526], [-1.4773, -2.3412, -3.1494], [-0.1832, -1.6803, -4.1131], [-1.5856, -0.6852, -3.6535], [-0.9762, -5.0177, -0.8524], [-0.5956, -6.9758, -2.2744], [1.0815, -6.9031, -4.1013], [2.3928, -4.8307, -4.4882], [2.0227, -2.8498, -3.0814], [-2.7152, -2.5988, -1.5542], [-4.6818, -2.8649, -0.1395], [-4.4663, -2.8923, 2.3317], [-2.2279, -2.6313, 3.3727], [-0.2332, -2.3492, 1.9719], [-0.7971, 1.6227, -4.7661], [-0.1078, 1.6261, -7.1159], [2.0997, 0.7115, -7.7832], [3.6285, -0.2044, -6.0559], [2.9671, -0.2060, -3.6862], [-2.1735, 0.3674, -1.1449], [-3.9968, 1.9708, -0.8361], [-3.7044, 4.3520, -1.4742], [-1.5420, 5.1140, -2.4264], [0.2977, 3.5208, -2.7575], [0.4281, -0.7623, -1.4862]], "lowdin_charge": [1.147, -0.142, -0.288, -0.138, -0.138, -0.338, -0.200, 0.152, 0.000, 0.117, 0.157, 0.146, 0.146, 0.157, 0.132, 0.064, 0.020, -0.058, -0.372, 1.067, -0.355, -0.068, -0.045, -0.046, -0.052, -0.100, -0.389, -0.072, -0.040, -0.037, -0.072, -0.220, 0.965, -0.338, -0.081, -0.044, -0.048, -0.055, -0.096, -0.369, -0.130, -0.046, -0.042, -0.041, -0.079, 0.084, 0.101, 0.103, 0.110, 0.120, 0.122, 0.118, 0.098, 0.100, 0.121, 0.126, 0.135, 0.113, 0.111, 0.121, 0.121, 0.118, 0.103, 0.070, 0.119, 0.123, 0.122, 0.119, -0.310]}



{"formula": "C22H43Br20ClF4OP2", "method": "the ωB97M-V functional and the def2-TZVPD basis", "total_energy_ha": -53961.97656, "smiles": "OP(Cl)#[PH]C(F)(F)C(F)F.BrCCBr.BrCCBr.BrCCBr.BrCCBr.BrCCBr.BrCCBr.BrCCBr.BrCCBr.BrCCBr.BrCCBr", "homo_energy_ev": -8.406, "gap_ha": 0.323, "symbols": ["O", "P", "Cl", "P", "C", "F", "F", "C", "F", "F", "H", "H", "H", "Br", "C", "C", "Br", "H", "H", "H", "H", "Br", "C", "C", "Br", "H", "H", "H", "H", "Br", "C", "C", "Br", "H", "H", "H", "H", "Br", "C", "C", "Br", "H", "H", "H", "H", "Br", "C", "C", "Br", "H", "H", "H", "H", "Br", "C", "C", "Br", "H", "H", "H", "H", "Br", "C", "C", "Br", "H", "H", "H", "H", "Br", "C", "C", "Br", "H", "H", "H", "H", "Br", "C", "C", "Br", "H", "H", "H", "H", "Br", "C", "C", "Br", "H", "H", "H", "H"], "xyz": [[-3.3817, -0.2133, -1.3483], [-2.0454, -0.7763, -0.5725], [-1.7015, -2.6319, -1.4585], [-0.2452, 0.3566, -1.0517], [-0.1436, 0.9773, -2.8130], [0.6682, 0.2560, -3.5523], [0.3991, 2.2138, -2.7622], [-1.4146, 1.1459, -3.6195], [-1.9739, -0.0071, -3.9271], [-2.2552, 1.9656, -3.0421], [-3.6887, -0.8013, -2.0463], [-0.3947, 1.5363, -0.2922], [-1.1430, 1.6143, -4.5600], [0.3893, 2.6097, 2.2434], [1.1679, 4.2914, 1.6509], [1.9004, 4.1301, 0.3490], [3.6292, 3.2659, 0.6066], [1.8019, 4.6472, 2.4559], [0.3268, 4.9675, 1.5276], [2.1266, 5.1018, -0.0843], [1.3549, 3.5344, -0.3744], [-1.6751, -0.9217, 5.0037], [-2.5348, -2.0191, 3.6448], [-1.5799, -3.0281, 3.0698], [-0.3439, -2.1996, 1.8128], [-2.9355, -1.3418, 2.8979], [-3.3530, -2.5194, 4.1571], [-2.1174, -3.7767, 2.4900], [-0.9809, -3.5194, 3.8189], [-2.6989, -5.5842, -0.1802], [-3.5737, -6.6587, -1.5458], [-2.6200, -7.6429, -2.1634], [-1.4157, -6.7705, -3.4228], [-3.9962, -5.9681, -2.2677], [-4.3777, -7.1792, -1.0308], [-3.1608, -8.3819, -2.7516], [-1.9993, -8.1516, -1.4329], [-0.1376, 8.2073, -4.2415], [0.8674, 6.5901, -3.8335], [-0.0460, 5.5229, -3.2917], [-0.5256, 5.8467, -1.4322], [1.6658, 6.8664, -3.1522], [1.2973, 6.2766, -4.7827], [0.4464, 4.5533, -3.2900], [-0.9751, 5.4527, -3.8471], [0.6671, -7.2842, 6.1119], [-0.1248, -5.6587, 6.8273], [-1.6275, -5.7288, 6.8233], [-2.3510, -5.4575, 5.0350], [0.2634, -4.8334, 6.2400], [0.2477, -5.5824, 7.8461], [-2.0485, -4.9274, 7.4261], [-2.0078, -6.6815, 7.1751], [-1.8516, 6.6858, 1.8561], [-3.1238, 8.0764, 1.3747], [-2.4317, 9.2764, 0.7873], [-1.5706, 10.3504, 2.1634], [-3.6904, 8.3073, 2.2699], [-3.7815, 7.6192, 0.6390], [-3.1538, 9.9393, 0.3168], [-1.6641, 9.0103, 0.0680], [-0.0048, -9.9060, 9.0596], [-0.8420, -11.0011, 7.6857], [0.1159, -12.0189, 7.1264], [1.3812, -11.2090, 5.8905], [-1.2241, -10.3221, 6.9304], [-1.6735, -11.4948, 8.1832], [-0.4187, -12.7620, 6.5393], [0.6982, -12.5174, 7.8933], [8.2590, 6.9926, -0.6934], [7.2575, 8.5841, -0.1927], [5.7881, 8.2926, -0.0621], [4.9355, 8.1376, -1.8064], [7.4744, 9.3408, -0.9389], [7.6694, 8.8923, 0.7653], [5.2784, 9.1168, 0.4330], [5.5854, 7.3717, 0.4704], [1.9838, 8.4420, -7.6480], [2.5028, 10.2003, -6.9978], [3.9211, 10.2374, -6.4957], [4.0906, 9.4536, -4.7215], [1.7805, 10.4825, -6.2386], [2.3919, 10.8527, -7.8610], [4.2485, 11.2672, -6.3724], [4.6160, 9.7154, -7.1443], [-2.9704, -11.6288, -3.2072], [-1.2818, -10.9265, -3.8820], [-0.1247, -11.7996, -3.4826], [0.3542, -11.5342, -1.6153], [-1.1925, -9.9089, -3.5145], [-1.3940, -10.9085, -4.9634], [0.7653, -11.5328, -4.0474], [-0.3292, -12.8570, -3.6095]], "lowdin_charge": [-0.418, 0.268, 0.113, 0.785, -0.757, 0.095, 0.025, -0.454, 0.100, 0.116, 0.028, -0.121, 0.166, 0.620, -0.694, -0.743, 0.607, 0.054, -0.034, 0.033, 0.012, 0.600, -0.697, -0.750, 0.587, 0.043, 0.040, 0.022, -0.023, 0.602, -0.681, -0.703, 0.612, 0.052, 0.059, 0.036, 0.053, 0.592, -0.675, -0.671, 0.657, 0.044, 0.056, 0.039, 0.051, 0.601, -0.684, -0.663, 0.711, 0.050, 0.060, 0.061, 0.047, 0.624, -0.679, -0.696, 0.605, 0.050, 0.061, 0.058, 0.042, 0.586, -0.696, -0.696, 0.598, 0.044, 0.056, 0.056, 0.049, 0.608, -0.700, -0.684, 0.574, 0.050, 0.057, 0.059, 0.047, 0.594, -0.695, -0.683, 0.578, 0.042, 0.055, 0.056, 0.051, 0.602, -0.693, -0.695, 0.607, 0.008, 0.061, 0.059, 0.049]}